{
  "formula": "C15H23AsMnN3OS5",
  "method": "wB97M-V/def2-TZVPD",
  "elements": ["As", "Mn", "S", "S", "S", "S", "S", "O", "N", "N", "N", "C", "C", "C", "C", "C", "C", "C", "C", "C", "C", "C", "C", "C", "C", "C", "H", "H", "H", "H", "H", "H", "H", "H", "H", "H", "H", "H", "H", "H", "H", "H", "H", "H", "H", "H", "H", "H", "H"],
  "positions_angstrom": [[-2.20783, -3.56099, 1.09813], [-0.42782, -1.16298, 0.66694], [-2.69249, -5.44224, 1.55504], [-0.88892, -2.96581, -0.50746], [-1.57470, -1.89494, 2.37450], [-4.42240, -2.47047, 0.72657], [-1.06687, 0.70570, -0.38368], [-3.33618, -2.65664, -2.75699], [1.04138, -1.40091, 1.00382], [-3.69665, 0.56910, 0.01958], [-2.88434, -0.68546, -1.77679], [-7.57961, -2.90535, -0.60921], [-6.02571, -1.14503, -1.29747], [-4.90913, -2.06063, -1.10313], [-2.70993, 0.14580, -0.70735], [-3.67848, -1.85174, -1.94552], [-5.01265, 1.74104, 1.71097], [-5.20690, -3.44301, -0.68652], [1.87654, -3.32189, 2.23186], [3.02552, -2.42360, 0.14971], [3.02388, -1.05436, 2.29333], [-7.28406, -1.55878, -1.04844], [-5.77808, 2.61907, 0.72973], [-3.60857, 1.39841, 1.24304], [-6.60313, -3.81475, -0.46731], [2.27733, -2.08253, 1.43943], [-5.84042, -0.17736, -1.75016], [-3.05601, 0.82276, 1.98811], [-4.91231, 2.24823, 2.67104], [2.43638, -3.07545, -0.49537], [-8.61199, -3.18382, -0.45131], [3.94569, -1.52323, 2.63889], [-8.11028, -0.88637, -1.23923], [-6.81221, -4.84184, -0.20232], [3.28306, -0.16969, 1.71497], [2.44396, -0.76490, 3.16874], [-4.51471, -4.22183, -0.99566], [-6.77262, 2.84515, 1.10831], [-5.90967, 2.14486, -0.24759], [1.32275, -4.02897, 1.61362], [-5.26132, 3.56473, 0.56400], [1.29172, -3.06553, 3.11431], [-3.03576, 2.29235, 0.99387], [-2.05932, -0.76443, -2.36349], [3.31221, -1.52690, -0.39606], [-5.55688, 0.81404, 1.92232], [-4.63971, 0.31560, -0.25923], [2.79320, -3.81029, 2.56349], [3.93034, -2.96296, 0.43185]],
  "forces_ev_per_angstrom": [[-0.1, 0.0, 0.0], [-0.2, -0.1, 0.0], [0.0, -0.2, 0.1], [0.1, 0.1, -0.1], [0.0, 0.0, 0.0], [0.0, 0.1, 0.0], [0.0, -0.1, 0.0], [0.0, 0.0, 0.0], [0.1, 0.1, 0.0], [-0.1, -0.1, -0.1], [0.0, -0.1, 0.0], [0.0, 0.0, 0.0], [-0.1, -0.1, 0.0], [0.1, 0.0, -0.1], [0.2, 0.2, 0.1], [0.1, 0.0, 0.0], [0.0, 0.0, 0.1], [0.0, 0.0, 0.0], [0.0, 0.0, 0.0], [0.1, -0.1, 0.0], [0.1, -0.1, 0.0], [0.0, 0.0, 0.0], [0.0, 0.0, 0.0], [0.1, 0.0, -0.1], [-0.1, 0.0, 0.0], [-0.2, 0.2, -0.1], [0.0, 0.0, 0.0], [0.0, 0.0, 0.0], [0.0, 0.0, 0.0], [0.0, 0.0, 0.0], [0.0, 0.0, 0.0], [0.0, 0.0, 0.0], [0.0, 0.0, 0.0], [0.0, 0.0, 0.0], [0.0, 0.0, 0.0], [0.0, 0.0, 0.0], [0.0, 0.0, 0.0], [0.0, 0.0, 0.0], [0.0, 0.0, 0.0], [0.0, 0.0, 0.0], [0.0, 0.0, 0.0], [0.0, 0.0, 0.0], [0.0, 0.0, 0.0], [0.0, 0.0, 0.0], [0.0, 0.0, 0.0], [0.0, 0.0, 0.0], [0.0, 0.0, 0.0], [0.0, 0.0, 0.0], [0.0, 0.0, 0.0]],
  "homo_lumo_gap_ev": [6.88, 6.93],
  "total_charge": 2,
  "de_lowest_kcal_mol": 13.94,
  "lumo_ha": [-0.30711, -0.30530]
}